(1)
The following is a quantum chemistry calculation of 2 unconnected molecules or ions with the total composition C3H4ClNS at a distorted geometry, from the OMol25 dataset.

Cartesian coordinates (Å):
C  -1.268  1.362  -1.671
C  0.900  -0.302  1.215
C  -0.460  0.698  -0.785
N  -2.108  1.788  -2.328
S  -0.196  0.961  0.805
Cl  -0.392  -2.646  -0.127
H  0.466  -1.418  0.898
H  0.937  -0.137  2.282
H  2.018  -0.104  0.910
H  0.103  -0.202  -1.200

Properties
Charge ... 0
Kohn-Sham gap (spin up / spin down) ... 5.6966 / 5.7018 eV
Electronic energy ... -1029.7232 Ha
LUMO energy (spin up / spin down) ... -3.26 / -3.26 eV



(2)
The following is a quantum chemistry calculation of C3H4ClNS in the gas phase at a distorted geometry, from the OMol25 dataset.

Cartesian coordinates (Å):
C  1.796  0.347  0.114
C  0.628  0.658  0.619
Cl  0.552  1.807  1.963
C  -0.732  0.225  0.233
N  -0.839  -0.780  -0.573
S  -2.423  -1.190  -1.123
H  1.830  -0.357  -0.688
H  2.731  0.725  0.549
H  -1.525  0.870  0.564
H  -2.019  -2.306  -1.658

Properties
Charge ... 0
SMILES string ... C=C(Cl)/C=N/S
Kohn-Sham gap ... 9.0365 eV
Electronic energy ... -1029.7916 Ha
LUMO energy ... 0.02 eV



(3)
The following is a quantum chemistry calculation of a molecular structure, C3H4ClNS at a distorted geometry, from the OMol25 dataset.

Cartesian coordinates (Å):
C  1.086  -2.812  0.117
C  -0.916  0.413  -1.512
C  -0.658  -0.372  -0.200
N  1.679  -3.128  1.053
S  0.243  -2.372  -1.216
Cl  -2.139  -0.888  0.539
H  -0.738  -0.264  -2.273
H  -0.221  1.235  -1.662
H  -1.935  0.768  -1.619
H  -0.116  0.110  0.623

Properties
Charge ... 0
Kohn-Sham gap (spin up / spin down) ... 8.0170 / 8.0182 eV
Electronic energy ... -1029.7628 Ha
LUMO energy (spin up / spin down) ... -1.63 / -1.63 eV



(4)
The following is a quantum chemistry calculation of 2 unconnected molecules or ions with the total composition C3H4ClO4 at a distorted geometry, from the OMol25 dataset.

Cartesian coordinates (Å):
C  -0.567  0.724  -0.504
C  -0.818  0.308  0.774
C  1.313  -1.236  0.038
O  -1.209  0.355  -1.552
O  0.624  1.489  -0.709
O  -2.007  -0.467  1.048
O  0.915  -2.303  0.313
Cl  2.361  -0.241  0.983
H  -0.333  0.697  1.727
H  1.457  -0.889  -0.999
H  -2.176  -0.683  0.175
H  0.440  2.247  -1.295

Properties
Charge ... -1
Kohn-Sham gap ... 6.1771 eV
Electronic energy ... -877.8680 Ha
LUMO energy ... 3.55 eV



(5)
The following is a quantum chemistry calculation of a molecular structure, C3H4CrO4 at a distorted geometry, from the OMol25 dataset.

Cartesian coordinates (Å):
O  1.510  -0.915  0.870
C  2.084  0.284  0.696
C  0.257  -0.959  0.146
O  3.268  0.469  0.869
O  1.245  1.154  0.172
C  -0.170  0.492  0.072
H  -0.447  -1.587  0.705
H  0.470  -1.416  -0.830
H  -0.633  0.776  1.033
O  -2.959  0.681  -1.135
H  -3.367  -0.182  -1.073
Cr  -1.258  1.204  -1.524

Properties
Charge ... +1
2S+1 ... 4
Kohn-Sham gap (spin up / spin down) ... 5.6953 / 7.3091 eV
Electronic energy ... -1461.7424 Ha
LUMO energy (spin up / spin down) ... -8.60 / -7.04 eV



(6)
The following is a quantum chemistry calculation of a molecular structure, C3H4EuO3 at a distorted geometry, from the OMol25 dataset.

Cartesian coordinates (Å):
H  1.669  1.019  -0.370
O  -0.306  0.904  0.367
Eu  -4.112  1.429  0.987
C  1.044  0.478  0.436
C  1.073  -0.831  -0.350
H  1.360  0.391  1.480
H  1.198  -1.710  0.292
H  1.819  -0.886  -1.148
O  -2.292  0.092  -0.358
C  -1.077  0.049  -0.444
O  -0.377  -0.936  -0.893

Properties
Charge ... +2
2S+1 ... 8
Kohn-Sham gap (spin up / spin down) ... 7.9462 / 8.1895 eV
Electronic energy ... -1052.1067 Ha
LUMO energy (spin up / spin down) ... -9.94 / -9.69 eV



(7)
The following is a quantum chemistry calculation of C3H4F2 in the gas phase at a distorted geometry, from the OMol25 dataset.

Cartesian coordinates (Å):
C  -0.786  -1.658  -0.333
C  -0.024  -0.350  -0.082
F  1.230  -0.429  -0.758
C  -0.436  0.684  0.625
F  0.090  1.898  0.614
H  -0.640  -2.224  -1.383
H  -0.473  -2.459  0.409
H  -1.829  -1.487  -0.077
H  -1.464  0.894  1.085

Properties
Charge ... 0
SMILES string ... C/C(F)=C/F
Kohn-Sham gap ... 10.7016 eV
Electronic energy ... -316.3745 Ha
LUMO energy ... 0.92 eV



(8)
The following is a quantum chemistry calculation of C3H4F2N2 in the gas phase at a distorted geometry, from the OMol25 dataset.

Cartesian coordinates (Å):
N  -2.335  0.484  -0.174
N  -0.963  0.631  -0.352
C  -0.233  -0.410  -0.032
C  1.167  -0.734  -0.110
C  1.964  0.348  -0.179
F  3.231  0.148  -0.100
F  1.552  1.674  0.032
H  -2.689  1.295  0.186
H  -2.711  -0.285  0.562
H  -0.695  -1.492  0.592
H  1.711  -1.659  -0.425

Properties
Charge ... 0
SMILES string ... N/N=C/C=C(F)F
Kohn-Sham gap ... 9.2905 eV
Electronic energy ... -425.8200 Ha
LUMO energy ... 0.61 eV



(9)
The following is a quantum chemistry calculation of C3H4F2S in the gas phase at a distorted geometry, from the OMol25 dataset.

Cartesian coordinates (Å):
F  -1.875  -0.693  0.557
C  -0.708  -0.060  0.677
F  -0.131  -0.237  1.935
C  -0.418  1.100  -0.093
C  0.313  -0.257  -0.452
S  2.052  -0.631  -0.204
H  0.140  1.931  0.392
H  -1.139  1.448  -0.918
H  -0.118  -0.656  -1.424
H  1.883  -1.944  -0.470

Properties
Charge ... 0
SMILES string ... FC1(F)C[C@H]1S
Kohn-Sham gap ... 9.9808 eV
Electronic energy ... -714.5712 Ha
LUMO energy ... 0.78 eV



(10)
The following is a quantum chemistry calculation of C3H4F3N in the gas phase at a distorted geometry, from the OMol25 dataset.

Cartesian coordinates (Å):
C  -0.137  0.478  0.328
C  0.314  -0.859  0.798
N  1.457  -1.351  0.477
C  1.781  -2.644  0.969
F  2.947  -3.070  0.494
F  0.786  -3.667  0.918
F  2.035  -2.523  2.314
H  -0.446  0.329  -0.756
H  0.701  1.131  0.237
H  -0.945  0.891  0.847
H  -0.431  -1.412  1.530

Properties
Charge ... 0
SMILES string ... C/C=N/C(F)(F)F
Kohn-Sham gap ... 11.5430 eV
Electronic energy ... -471.0526 Ha
LUMO energy ... 0.43 eV



(11)
The following is a quantum chemistry calculation of 2 unconnected molecules or ions with the total composition C3H4F3N at a distorted geometry, from the OMol25 dataset.

Cartesian coordinates (Å):
F  2.240  1.545  1.025
C  1.327  1.215  0.155
C  1.209  -0.020  -0.373
F  1.712  -1.189  0.075
H  0.513  1.968  -0.047
H  0.600  -0.317  -1.268
C  -1.734  -0.401  -0.197
N  -1.715  -0.758  0.991
F  -0.676  -1.789  1.192
H  -1.003  -0.615  -0.923
H  -2.473  0.360  -0.630

Properties
Charge ... 0
SMILES string ... F/C=C\F.C=NF
Kohn-Sham gap ... 10.4007 eV
Electronic energy ... -470.8904 Ha
LUMO energy ... 0.60 eV



(12)
The following is a quantum chemistry calculation of 2 unconnected molecules or ions with the total composition C3H4F3N2 at a distorted geometry, from the OMol25 dataset.

Cartesian coordinates (Å):
C  1.665  -0.445  -0.502
C  0.022  0.859  0.768
C  -1.257  -1.569  -1.273
N  0.980  0.370  0.196
N  -0.473  1.726  1.599
F  -1.845  -0.403  -1.532
F  -0.019  -1.677  -1.687
F  -1.328  -1.943  -0.012
H  1.868  0.000  -1.400
H  1.891  -1.307  0.047
H  -1.383  1.696  1.958
H  -0.121  2.694  1.838

Properties
Charge ... +1
Kohn-Sham gap (spin up / spin down) ... 9.7896 / 6.7850 eV
Electronic energy ... -525.3747 Ha
LUMO energy (spin up / spin down) ... -4.71 / -6.75 eV



For reference, relative energy (zero: lowest compared OMol25 entry of this formula, charge and spin) by record: 2.907; 1.047; 1.829; 3.164; 0.633; 1.505; 1.125; 2.955; 0.998; 0.000; 4.414; 4.051 eV.